Entry i
17
Properties=species:S:1:pos:R:3 method="wB97M-V/def2-TZVPD" smiles="NCC/C=C/[NH3+]" lumo_ha=-0.1560 total_charge=+1 gap_ha=0.301
N 1.748 -0.428 -0.144
C 1.209 0.729 -0.909
C 0.223 1.520 0.016
C -0.901 0.776 0.593
C -0.672 -0.538 0.888
N -1.566 -1.515 0.136
H 2.283 -0.159 0.683
H 2.118 -1.248 -0.595
H 0.614 0.391 -1.866
H 1.957 1.364 -1.267
H 0.729 2.044 0.845
H -0.205 2.327 -0.507
H -1.944 0.944 0.515
H -0.294 -1.086 1.751
H -1.342 -2.494 0.251
H -1.534 -1.336 -0.932
H -2.424 -1.292 0.542



Entry ii
17
Properties=species:S:1:pos:R:3 method="wB97M-V/def2-TZVPD" lumo_ha=-0.1392 total_charge=+1 gap_ha=0.413
C 0.163 -0.878 1.826
C 1.357 -0.887 0.857
C 0.769 -0.263 -0.460
N 0.033 1.065 -0.280
C -0.939 1.376 -1.098
N -1.485 0.587 -1.971
H 0.053 0.062 2.301
H 0.470 -1.543 2.663
H -0.803 -1.026 1.388
H 2.107 -0.217 1.252
H 1.701 -1.934 0.629
H 1.652 -0.103 -1.194
H -0.040 -0.806 -1.053
H 0.247 1.634 0.530
H -1.452 2.402 -0.974
H -2.175 0.992 -2.667
H -1.657 -0.460 -1.748



Entry iii
17
Properties=species:S:1:pos:R:3 method="wB97M-V/def2-TZVPD" smiles="C=C(N)CC[NH3+]" lumo_ha=-0.1232 total_charge=+1 gap_ha=0.346
C 2.257 0.299 0.443
C 1.037 -0.172 0.142
N 0.490 -1.271 0.862
C 0.233 0.283 -1.045
C -1.094 0.940 -0.634
N -1.875 0.045 0.305
H 2.957 -0.392 0.905
H 2.536 1.341 0.365
H 1.030 -1.491 1.686
H 0.372 -2.099 0.279
H -0.039 -0.645 -1.519
H 0.810 0.915 -1.706
H -0.936 1.890 -0.131
H -1.734 1.056 -1.502
H -2.481 0.525 0.965
H -2.407 -0.660 -0.208
H -1.158 -0.564 0.794



Relative energies, hartree: entry i 0.1115; entry ii 0.0045; entry iii 0.0000.



Entry i
17
Properties=species:S:1:pos:R:3 method="wB97M-V/def2-TZVPD" smiles="CC(=[NH2+])[C@@H](C)N" lumo_ha=-0.1460 total_charge=+1 gap_ha=0.375
C -1.213 1.483 0.664
C -0.504 0.230 0.382
N -1.178 -0.880 0.499
C 0.836 0.242 -0.170
C 1.735 -1.160 0.048
N 0.383 0.281 -1.501
H -2.222 1.488 0.451
H -0.696 2.339 0.078
H -1.276 1.559 1.706
H -0.827 -1.861 0.354
H -2.152 -0.821 0.851
H 1.493 1.101 0.131
H 1.166 -2.084 -0.225
H 2.178 -1.215 0.994
H 2.477 -1.038 -0.605
H -0.379 0.948 -1.697
H 0.179 -0.612 -1.959



Entry ii
17
Properties=species:S:1:pos:R:3 method="wB97M-V/def2-TZVPD" smiles="C=[N+](C)CNC" lumo_ha=-0.1775 total_charge=+1 gap_ha=0.338
C 2.211 -0.552 -0.496
N 1.066 -0.286 0.023
C 0.889 1.180 0.418
C -0.192 -1.114 0.286
N -1.437 -0.526 0.501
C -2.129 0.194 -0.632
H 2.550 -1.590 -0.705
H 3.119 0.047 -0.566
H 0.712 1.309 1.485
H 1.825 1.733 0.280
H 0.019 1.700 0.089
H -0.203 -1.638 -0.674
H 0.051 -1.685 1.302
H -1.614 -0.137 1.332
H -2.749 1.003 -0.266
H -1.368 0.795 -1.142
H -2.749 -0.433 -1.236



Entry iii
17
Properties=species:S:1:pos:R:3 method="wB97M-V/def2-TZVPD" lumo_ha="-0.2610 / -0.1518" total_charge=+1 gap_ha="0.212 / 0.416"
C 1.404 0.597 0.197
C 0.555 1.791 0.503
C 0.520 -1.989 0.336
C -2.512 0.104 -0.433
N 1.247 -0.070 -1.132
N 0.551 -0.628 -0.077
H 2.370 0.504 0.494
H -0.149 1.916 -0.255
H 1.192 2.649 0.661
H -0.068 1.662 1.423
H -0.377 -2.196 0.840
H 0.898 -2.557 -0.455
H 1.280 -2.195 1.131
H -2.411 1.035 -0.826
H -2.751 -0.795 -0.972
H -2.528 -0.160 0.562
H 0.780 0.333 -1.997



Entry iv
17
Properties=species:S:1:pos:R:3 method="wB97M-V/def2-TZVPD" lumo_ha=-0.1261 total_charge=+1 gap_ha=0.356
C -1.418 -0.108 0.122
C -1.442 -0.555 -1.139
N -0.169 -0.589 -1.884
N -2.501 0.008 0.923
H -0.499 0.302 0.531
H -2.322 -0.807 -1.711
H -0.168 0.007 -2.714
H 0.607 -0.297 -1.283
H 0.047 -1.537 -2.205
H -3.332 -0.515 0.691
H -2.359 0.159 1.906
C 2.111 0.596 1.769
C 2.385 0.730 0.482
H 1.923 1.456 2.399
H 2.061 -0.383 2.218
H 2.493 1.694 0.009
H 2.583 -0.159 -0.114



Relative energies, hartree: entry i 0.0000; entry ii 0.0422; entry iii 0.2002; entry iv 0.0057.



Entry i
17
Properties=species:S:1:pos:R:3 method="wB97M-V/def2-TZVPD" lumo_ha=-0.1366 total_charge=+1 gap_ha=0.406
C 1.130 -1.044 0.929
C -0.002 -0.042 1.039
C -1.261 0.071 1.816
C 0.326 0.277 -2.332
N 1.196 0.362 1.113
N -0.517 0.287 -1.106
H 1.257 -1.684 1.776
H 1.188 -1.368 -0.027
H -1.935 0.933 1.566
H -0.924 0.343 2.788
H -1.790 -0.879 1.716
H 0.369 -0.672 -2.789
H 0.084 0.827 -3.215
H 1.318 0.584 -2.115
H 1.814 1.084 1.219
H -1.289 -0.282 -1.379
H -0.964 1.203 -1.000



Entry ii
17
Properties=species:S:1:pos:R:3 method="wB97M-V/def2-TZVPD" lumo_ha=-0.1293 total_charge=+1 gap_ha=0.361
C 1.063 -0.042 -1.968
C 0.677 -1.287 -2.216
H 2.007 0.223 -1.505
H 0.355 0.763 -2.147
H 1.186 -2.168 -1.848
H -0.259 -1.466 -2.731
C -1.223 0.022 1.158
C 0.019 0.432 1.447
N 0.540 1.637 0.765
N -1.776 -1.146 1.646
H -1.895 0.646 0.577
H 0.735 -0.124 2.028
H 1.477 1.479 0.384
H -0.063 1.886 -0.022
H 0.584 2.455 1.373
H -1.130 -1.718 2.157
H -2.297 -1.592 0.901



Relative energies, hartree: entry i 0.0503; entry ii 0.0000.